1.
A cluster of 2 separate species, CH2F2NO2S in total, computed with the ωB97M-V functional and the def2-TZVPD basis.

Atoms and positions in Å:
1 C 1.428 0.063 -0.462
2 N -1.077 0.414 0.358
3 O -3.230 0.957 -0.845
4 O -2.996 -1.290 0.174
5 F 2.353 0.797 0.290
6 F 1.715 -1.325 -0.206
7 S -2.624 0.119 0.188
8 H 1.377 0.200 -1.575
9 H -0.822 -0.115 1.147

Its charge is -1. As for the HOMO-LUMO gap (alpha / beta): 5.46 / 5.46 eV. As for the highest occupied orbital energy (alpha / beta): -2.69 / -2.69 eV.

Atomic partial charges in e from the natural (NBO) method, atoms 1 to 8: number 1, C, carries 0.368; number 2, N, carries -0.978; number 3, O, carries -0.963; number 4, O, carries -0.977; number 5, F, carries -0.394; number 6, F, carries -0.424; number 7, S, carries 1.909; number 8, H, carries 0.106

2.
A cluster of 2 separate species, C3H11N2O2 in total, computed with the ωB97M-V functional and the def2-TZVPD basis.

Atoms and positions in Å:
1 C -2.612 0.686 -1.770
2 N -1.359 1.373 -2.086
3 C -0.469 1.507 -0.908
4 O -0.232 0.368 -0.219
5 H -2.508 -0.192 -1.138
6 H -3.050 0.397 -2.749
7 H -3.293 1.449 -1.243
8 H -0.835 0.759 -2.742
9 H -0.932 2.296 -0.272
10 H 0.469 1.957 -1.326
11 N 1.818 -0.131 1.589
12 C 1.770 -1.439 2.212
13 O 2.255 -2.478 1.338
14 H 2.745 -0.026 1.165
15 H 1.053 -0.074 0.841
16 H 2.361 -1.421 3.186
17 H 0.751 -1.645 2.433
18 H 2.068 -3.385 1.687

Its charge is -1. As for the HOMO-LUMO gap: 6.54 eV. As for the highest occupied orbital energy: -2.87 eV.

Atomic partial charges in e from the natural (NBO) method, atoms 1 to 8: number 1, C, carries -0.417; number 2, N, carries -0.678; number 3, C, carries 0.126; number 4, O, carries -0.972; number 5, H, carries 0.193; number 6, H, carries 0.164; number 7, H, carries 0.161; number 8, H, carries 0.325

3.
An isolated molecule of C5H8N2O, computed with the ωB97M-V functional and the def2-TZVPD basis.

Atoms and positions in Å:
1 C -0.421 -0.224 -1.169
2 C -0.304 -0.349 0.185
3 C 0.833 0.416 0.790
4 C -1.233 -1.110 -2.060
5 C 0.927 0.388 2.308
6 N 0.122 0.851 -1.771
7 N 0.413 1.714 0.344
8 O 0.311 1.864 -0.943
9 H -0.987 -0.908 0.801
10 H 1.796 0.148 0.319
11 H -2.268 -0.771 -2.082
12 H -1.204 -2.137 -1.702
13 H -0.830 -1.053 -3.068
14 H 1.006 1.409 2.672
15 H 1.801 -0.171 2.632
16 H 0.039 -0.066 2.743

As for the HOMO-LUMO gap (alpha / beta): 8.58 / 8.58 eV. As for the highest occupied orbital energy (alpha / beta): -8.93 / -8.93 eV.

Atomic partial charges in e from the natural (NBO) method, atoms 1 to 8: number 1, C, carries 0.091; number 2, C, carries -0.204; number 3, C, carries -0.160; number 4, C, carries -0.631; number 5, C, carries -0.605; number 6, N, carries -0.149; number 7, N, carries -0.030; number 8, O, carries -0.061

no.,F_max (eV/Å)
1,2.35
2,1.57
3,1.10